No. 1
Computed, not measured: C18H45AlN5O4 as an isolated structure, with ωB97M-V/def2-TZVPD.

- HOMO energy: -3.2 eV
- Largest force on an atom: 1.0 eV/A

Structure (ORCA input):
```
! wB97M-V def2-TZVPD RIJCOSX def2/J DEFGRID3
* xyz -1 1
C -4.90 3.37 4.45
C -5.34 1.89 4.47
C -5.29 1.27 3.08
C -5.72 -0.19 3.02
C -6.10 -0.53 1.56
Al -4.16 -1.42 3.55
C -2.92 -1.85 1.98
N -2.86 -0.80 0.91
H -4.63 3.66 3.43
H -4.02 3.54 5.06
H -5.70 4.04 4.74
H -4.68 1.32 5.11
H -6.34 1.83 4.89
H -4.26 1.39 2.72
H -5.91 1.90 2.42
H -6.58 -0.36 3.68
H -5.47 0.07 0.91
H -7.14 -0.28 1.32
H -5.88 -1.57 1.31
H -3.34 -0.69 4.75
H -4.75 -2.84 4.12
H -3.26 -2.78 1.53
H -1.91 -1.98 2.37
H -2.02 -0.24 0.94
H -3.03 -1.17 -0.02
C 1.07 -0.12 2.08
O -0.09 0.15 2.34
N 1.47 -1.10 1.25
C 2.87 -1.35 0.99
C 0.47 -1.91 0.58
H 1.91 0.44 2.52
H 3.09 -1.21 -0.07
H 3.13 -2.37 1.29
H 3.48 -0.65 1.56
H -0.18 -1.27 -0.02
H -0.15 -2.42 1.32
H 0.94 -2.65 -0.06
C 2.89 -5.35 0.91
O 1.90 -4.81 0.45
N 3.95 -5.74 0.17
C 5.11 -6.38 0.76
C 3.92 -5.51 -1.27
H 3.02 -5.56 1.98
H 6.01 -5.78 0.57
H 5.26 -7.37 0.33
H 4.98 -6.47 1.83
H 3.81 -4.45 -1.48
H 3.06 -6.03 -1.71
H 4.83 -5.88 -1.72
C 1.31 1.59 -0.67
O 2.42 1.24 -1.08
N 0.56 2.54 -1.24
C -0.74 2.89 -0.70
C 1.06 3.22 -2.42
H 0.84 1.14 0.21
H -1.52 2.72 -1.44
H -0.76 3.94 -0.41
H -0.96 2.28 0.18
H 1.24 2.50 -3.21
H 2.00 3.72 -2.19
H 0.34 3.96 -2.76
C 3.23 4.81 -5.01
O 2.08 5.07 -4.73
N 3.61 3.82 -5.84
C 5.01 3.55 -6.13
C 2.59 3.00 -6.45
H 4.08 5.38 -4.59
H 5.20 3.65 -7.20
H 5.27 2.54 -5.82
H 5.64 4.25 -5.59
H 1.92 3.61 -7.05
H 1.99 2.50 -5.68
H 3.05 2.25 -7.08
*
```

***

No. 2
Computed, not measured: C32H47CuN7OSSi3 as an isolated structure, with ωB97M-V/def2-TZVPD.

- HOMO energy (spin up / spin down): -7.5 / -7.8 eV
- Largest force on an atom: 1.6 eV/A
- Energy relative to the best compared isomer or geometry (same formula, charge and spin): 8.7 kcal/mol

Structure (ORCA input):
```
! wB97M-V def2-TZVPD RIJCOSX def2/J DEFGRID3
* xyz 0 2
Cu 0.12 -0.65 0.08
C -1.19 -4.58 1.68
C -0.50 -3.45 0.98
N -0.87 -2.22 1.06
N -1.87 -1.82 1.83
C -1.95 -0.48 1.87
O -1.28 0.30 1.16
C -2.85 0.04 2.93
C -3.70 -0.82 3.62
C -4.46 -0.34 4.67
C -4.38 0.99 5.04
C -3.54 1.85 4.36
C -2.78 1.38 3.30
C 0.72 -3.64 0.23
C 1.45 -4.83 0.22
C 2.64 -4.89 -0.48
C 3.08 -3.77 -1.17
C 2.28 -2.63 -1.13
N 1.14 -2.57 -0.47
H -2.11 -4.20 2.12
H -0.57 -4.98 2.48
H -1.44 -5.40 1.00
H -3.75 -1.86 3.33
H -5.11 -1.01 5.22
H -4.98 1.36 5.86
H -3.46 2.89 4.66
H -2.11 2.03 2.75
H 1.10 -5.69 0.77
H 3.22 -5.80 -0.48
H 4.00 -3.77 -1.73
H 2.55 -1.74 -1.66
C 0.46 2.81 1.79
Si 0.19 2.61 -0.09
C 0.88 4.24 -0.86
C -1.68 2.78 -0.41
C 1.16 1.10 -0.82
Si 1.17 1.14 -2.74
C 1.39 -0.55 -3.64
C -0.34 1.88 -3.65
C 2.65 2.21 -3.33
Si 2.90 0.96 -0.07
C 4.29 -0.04 -0.98
C 3.84 2.59 0.32
C 2.76 0.03 1.60
C 3.79 0.01 2.54
C 3.62 -0.64 3.74
C 2.40 -1.25 4.00
C 1.44 -1.21 3.01
N 1.61 -0.60 1.84
H -0.24 3.54 2.20
H 1.46 3.16 2.04
H 0.31 1.87 2.30
H 0.49 5.10 -0.33
H 0.59 4.34 -1.90
H 1.96 4.29 -0.82
H -2.14 3.47 0.30
H -2.17 1.82 -0.31
H -1.90 3.15 -1.40
H 0.75 -1.31 -3.20
H 2.41 -0.91 -3.61
H 1.12 -0.46 -4.69
H -1.13 1.15 -3.76
H -0.06 2.20 -4.65
H -0.76 2.73 -3.14
H 3.60 1.90 -2.90
H 2.51 3.25 -3.07
H 2.76 2.16 -4.41
H 4.06 -0.19 -2.02
H 4.44 -1.01 -0.51
H 5.24 0.49 -0.93
H 4.16 3.07 -0.60
H 4.73 2.41 0.92
H 3.23 3.31 0.86
H 4.72 0.50 2.31
H 4.41 -0.66 4.48
H 2.21 -1.75 4.94
H 0.47 -1.67 3.17
C -5.01 1.67 -2.07
C -4.25 1.03 -3.23
C -3.30 -0.01 -2.76
N -2.53 0.08 -1.75
N -1.72 -0.95 -1.55
C -1.87 -1.89 -2.42
N -1.15 -3.03 -2.48
S -3.09 -1.53 -3.64
H -5.62 2.50 -2.44
H -4.31 2.04 -1.33
H -5.67 0.94 -1.60
H -3.67 1.80 -3.76
H -4.94 0.59 -3.95
H -0.51 -3.16 -1.70
H -1.54 -3.83 -2.93
*
```

***

No. 3
Computed, not measured: C11H13CdF5NOS as an isolated structure, with ωB97M-V/def2-TZVPD.

- HOMO energy: -3.0 eV
- Largest force on an atom: 0.6 eV/A

Structure (ORCA input):
```
! wB97M-V def2-TZVPD RIJCOSX def2/J DEFGRID3
* xyz -1 1
Cd -0.15 -0.24 0.13
F -0.64 5.07 -4.66
C -0.43 4.42 -3.50
C -0.95 3.16 -3.30
F -1.65 2.56 -4.27
C -0.72 2.51 -2.10
F -1.25 1.27 -1.98
C 0.00 3.06 -1.05
S 0.31 2.27 0.50
C 0.50 4.34 -1.30
F 1.22 4.98 -0.36
C 0.30 5.02 -2.49
F 0.80 6.25 -2.66
C 0.38 -3.82 -0.07
C 0.95 -2.93 1.04
C 1.00 -3.77 2.34
C 2.41 -2.58 0.67
N 0.13 -1.81 1.36
H 0.94 -4.76 -0.20
H 0.40 -3.27 -1.02
H -0.66 -4.06 0.15
H 1.59 -4.69 2.21
H -0.02 -4.05 2.62
H 1.43 -3.18 3.15
H 3.04 -3.46 0.53
H 2.84 -1.95 1.45
H 2.41 -2.00 -0.26
C -2.45 0.02 2.42
O -2.44 0.70 1.17
H -3.08 0.55 3.15
H -1.44 -0.12 2.82
H -2.86 -0.97 2.25
H -1.90 1.49 1.24
*
```

***

No. 4
Computed, not measured: C45H46N4O3P3S5Y as an isolated structure, with ωB97M-V/def2-TZVPD.

- HOMO energy (spin up / spin down): -2.4 / -4.7 eV
- Largest force on an atom: 2.1 eV/A
- Energy relative to the best compared isomer or geometry (same formula, charge and spin): 45.6 kcal/mol

Structure (ORCA input):
```
! wB97M-V def2-TZVPD RIJCOSX def2/J DEFGRID3
* xyz -1 2
Y -0.27 -1.21 0.05
S -2.17 -0.17 -2.60
P -1.56 1.41 -1.60
C -0.37 1.11 -0.34
P -0.94 1.65 1.21
S -2.47 0.80 2.14
C -1.20 3.45 1.38
C -2.30 3.96 2.05
C -2.45 5.33 2.21
C -1.50 6.19 1.70
C -0.40 5.68 1.01
C -0.25 4.32 0.86
C 0.56 1.51 2.25
C 1.80 1.11 1.74
C 2.90 1.07 2.57
C 2.79 1.43 3.90
C 1.57 1.84 4.41
C 0.46 1.87 3.59
C -2.97 2.46 -1.09
C -2.87 3.85 -1.11
C -3.91 4.61 -0.62
C -5.04 3.99 -0.10
C -5.14 2.61 -0.09
C -4.10 1.84 -0.59
C -0.81 2.52 -2.83
C 0.51 2.93 -2.74
C 1.02 3.80 -3.69
C 0.22 4.25 -4.72
C -1.09 3.81 -4.84
C -1.60 2.94 -3.89
H -3.05 3.28 2.43
H -3.32 5.71 2.72
H -1.62 7.26 1.84
H 0.32 6.36 0.59
H 0.59 3.91 0.32
H 1.90 0.85 0.69
H 3.85 0.74 2.17
H 3.65 1.39 4.56
H 1.48 2.13 5.45
H -0.52 2.16 3.97
H -1.99 4.32 -1.51
H -3.83 5.69 -0.63
H -5.84 4.60 0.30
H -6.02 2.13 0.32
H -4.17 0.77 -0.60
H 1.11 2.56 -1.93
H 2.05 4.13 -3.61
H 0.62 4.94 -5.45
H -1.71 4.15 -5.66
H -2.62 2.59 -3.96
S 5.56 -2.51 5.59
N 5.48 -2.96 4.00
C 4.28 -2.62 3.55
C 3.77 -2.88 2.24
C 4.48 -3.61 1.29
C 3.88 -3.91 0.09
C 2.61 -3.39 -0.17
N 1.92 -2.66 0.68
C 2.45 -2.45 1.92
C 1.61 -1.89 2.92
N 0.30 -1.67 2.60
C -0.53 -1.36 3.57
C -0.15 -1.15 4.90
C 1.18 -1.29 5.24
C 2.08 -1.70 4.25
C 3.45 -2.01 4.54
N 4.05 -1.88 5.71
H 5.47 -3.96 1.53
H 4.35 -4.55 -0.64
H 2.12 -3.61 -1.12
H -1.57 -1.25 3.30
H -0.89 -0.88 5.63
H 1.54 -1.12 6.24
C -1.07 -1.22 -6.03
C -0.08 -2.02 -5.20
O 0.50 -1.19 -4.20
P 1.04 -1.90 -2.86
S 2.05 -0.51 -1.88
S -0.33 -3.13 -2.07
O 2.09 -2.99 -3.47
C 3.24 -2.53 -4.16
C 4.48 -3.13 -3.54
H -1.46 -1.85 -6.83
H -0.58 -0.35 -6.47
H -1.88 -0.89 -5.39
H 0.73 -2.41 -5.84
H -0.58 -2.87 -4.72
H 3.28 -1.43 -4.10
H 3.14 -2.82 -5.21
H 4.58 -2.78 -2.51
H 5.36 -2.82 -4.10
H 4.42 -4.21 -3.55
C -3.78 -1.78 -0.01
C -3.50 -3.08 0.72
O -2.09 -3.30 0.80
C -1.84 -4.60 1.30
C -0.37 -4.96 1.23
H -4.86 -1.66 -0.13
H -3.33 -1.82 -1.00
H -3.38 -0.94 0.56
H -3.95 -3.92 0.17
H -3.92 -3.05 1.74
H -2.41 -5.33 0.70
H -2.20 -4.66 2.34
H -0.03 -4.83 0.21
H -0.23 -6.00 1.51
H 0.22 -4.33 1.89
*
```

***

No. 5
Computed, not measured: a 3-piece molecular cluster, C11H25BN3O8PS2 overall, with ωB97M-V/def2-TZVPD.

- HOMO energy: -9.1 eV
- Largest force on an atom: 5.7 eV/A
- SMILES: COB(O)[C@@](C#N)(CC#N)[PH2]=N.CCOS(C)(=O)=O.CCOS(C)(=O)=O

Structure (ORCA input):
```
! wB97M-V def2-TZVPD RIJCOSX def2/J DEFGRID3
* xyz 0 1
C -1.23 -2.32 -0.39
O -0.95 -0.91 -0.35
B -0.52 -0.40 -1.54
O -0.41 -1.29 -2.62
C -0.16 1.16 -1.74
C 1.29 1.33 -2.05
N 2.41 1.37 -2.09
C -0.95 1.63 -3.05
C -2.36 1.13 -3.05
N -3.42 0.78 -3.18
P -0.77 2.23 -0.33
N 0.29 2.56 0.80
H -1.59 -2.69 0.59
H -2.03 -2.59 -1.11
H -0.31 -2.89 -0.61
H 0.28 -0.96 -3.22
H -0.39 1.34 -3.96
H -0.97 2.74 -3.04
H -1.83 1.51 0.29
H -1.30 3.41 -0.95
H 1.16 2.10 0.54
O -2.84 -5.83 3.50
S -1.78 -6.24 2.62
O -1.41 -5.44 1.49
O -2.06 -7.74 2.14
C -3.33 -8.04 1.55
C -3.41 -7.57 0.11
C -0.34 -6.58 3.58
H -4.14 -7.61 2.15
H -3.44 -9.12 1.59
H -3.40 -6.48 0.04
H -4.33 -7.93 -0.36
H -2.56 -7.94 -0.46
H -0.61 -7.23 4.41
H 0.04 -5.63 3.95
H 0.40 -7.06 2.93
O 3.90 7.49 -1.55
S 3.59 7.52 -0.15
O 4.62 7.41 0.84
O 2.45 6.45 0.15
C 2.66 5.09 -0.27
C 3.59 4.35 0.67
C 2.64 8.96 0.19
H 3.03 5.06 -1.29
H 1.68 4.61 -0.26
H 4.60 4.75 0.62
H 3.62 3.29 0.42
H 3.25 4.46 1.71
H 1.82 9.03 -0.53
H 3.29 9.83 0.09
H 2.25 8.90 1.20
*
```

***

No. 6
Computed, not measured: C25H31N4OPSc as an isolated structure, with ωB97M-V/def2-TZVPD.

- HOMO energy: -17.2 eV
- Largest force on an atom: 0.5 eV/A

Structure (ORCA input):
```
! wB97M-V def2-TZVPD RIJCOSX def2/J DEFGRID3
* xyz 3 1
Sc -0.51 1.32 0.53
C 1.15 0.96 2.97
C 2.23 1.45 2.01
N 1.73 1.50 0.60
C 2.08 2.74 -0.14
C 1.30 3.93 0.40
N -0.15 3.57 0.57
C -0.70 3.97 1.91
C -0.12 3.12 3.03
N -0.15 1.65 2.71
H 0.98 -0.11 2.86
H 1.47 1.14 4.00
H 2.58 2.45 2.28
H 3.10 0.80 2.08
H 2.16 0.72 0.09
H 3.16 2.95 -0.07
H 1.86 2.56 -1.19
H 1.68 4.26 1.36
H 1.39 4.78 -0.28
H -0.69 4.07 -0.13
H -0.50 5.03 2.09
H -1.78 3.86 1.86
H 0.92 3.40 3.24
H -0.67 3.31 3.95
H -0.85 1.22 3.31
O -2.89 2.16 0.43
N -2.44 1.13 -0.41
C -3.26 0.48 -1.15
C -2.87 -0.65 -1.97
C -3.79 -1.00 -2.96
C -3.52 -2.02 -3.86
C -2.33 -2.71 -3.76
C -1.42 -2.40 -2.75
C -1.66 -1.38 -1.85
P -0.44 -1.17 -0.50
C 1.15 -1.02 -1.36
C 2.33 -1.49 -0.76
C 3.56 -1.20 -1.33
C 3.64 -0.44 -2.49
C 2.48 0.03 -3.09
C 1.24 -0.25 -2.53
C -0.44 -2.62 0.54
C 0.13 -3.83 0.13
C 0.05 -4.94 0.95
C -0.61 -4.85 2.18
C -1.18 -3.66 2.59
C -1.09 -2.54 1.77
H -3.85 2.12 0.58
H -4.30 0.79 -1.18
H -4.73 -0.45 -3.03
H -4.24 -2.27 -4.63
H -2.11 -3.51 -4.45
H -0.50 -2.97 -2.69
H 2.28 -2.09 0.14
H 4.46 -1.60 -0.88
H 4.60 -0.23 -2.93
H 2.53 0.59 -4.01
H 0.34 0.08 -3.04
H 0.66 -3.91 -0.81
H 0.49 -5.87 0.64
H -0.68 -5.73 2.81
H -1.69 -3.60 3.54
H -1.57 -1.61 2.09
*
```

***

No. 7
Computed, not measured: an isolated ion of composition C7H11N2O and charge +1, with ωB97M-V/def2-TZVPD.

- HOMO energy (spin up / spin down): -11.3 / -11.2 eV
- Largest force on an atom: 5.0 eV/A
- Energy relative to the best compared isomer or geometry (same formula, charge and spin): 91.6 kcal/mol

Structure (ORCA input):
```
! wB97M-V def2-TZVPD RIJCOSX def2/J DEFGRID3
* xyz 1 1
C 1.65 -0.56 0.31
C 0.59 1.44 -1.13
C -0.25 1.96 0.03
C -1.08 0.95 0.75
C -1.44 -0.25 -0.12
C 0.10 -2.09 0.45
C -0.26 -1.09 -0.64
N 0.95 -0.22 -0.84
N 1.26 -1.62 0.96
O 1.11 1.74 -2.13
H 2.55 -0.07 0.62
H 0.53 2.66 0.65
H -0.81 2.73 -0.49
H -0.55 0.69 1.71
H -2.08 1.43 0.98
H -2.21 -1.12 0.22
H -2.11 0.22 -0.92
H -0.54 -2.74 1.10
H -0.53 -1.69 -1.47
H 1.31 -0.40 -1.77
H 1.81 -1.96 1.72
*
```

***

No. 8
Computed, not measured: one molecule with the formula C3H5N3, with ωB97M-V/def2-TZVPD.

- HOMO energy (spin up / spin down): -9.4 / -9.1 eV
- Largest force on an atom: 1.0 eV/A
- Energy relative to the best compared isomer or geometry (same formula, charge and spin): 110.1 kcal/mol

Structure (ORCA input):
```
! wB97M-V def2-TZVPD RIJCOSX def2/J DEFGRID3
* xyz 0 1
C 0.84 0.70 1.59
N 0.34 0.50 0.24
C 0.28 -0.69 -0.22
N -0.30 -1.08 -1.37
C -1.36 -0.40 -1.95
N -1.15 0.80 -1.72
H 1.62 1.47 1.58
H 0.03 1.06 2.23
H 1.25 -0.22 2.04
H 0.73 -1.54 0.30
H -2.11 -0.89 -2.57
*
```